Entry 1:
104
Properties=species:S:1:pos:R:3:forces:R:3 method="wB97M-V/def2-TZVPD" e_tot_ev=-469995.5695 lumo_ev=-0.54 spin_multiplicity=1
C -2.3742 -4.7845 -2.7323 -0.497 -0.067 -1.244
C -3.0286 -3.6553 -2.2433 0.813 -0.723 -0.075
C -2.9287 -3.3904 -0.8902 0.314 0.616 1.365
C -2.1103 -4.1830 -0.0751 -0.577 -0.352 0.419
C -1.4587 -5.3232 -0.5539 -0.252 -0.275 0.450
C -1.6507 -5.6081 -1.9007 0.401 0.076 0.558
N -1.9726 -3.8560 1.4184 1.571 -0.009 -1.213
O -2.6469 -3.0258 1.9704 -1.182 0.152 -0.424
O -1.0095 -4.3734 1.9480 -0.016 -0.523 0.120
H -2.4713 -5.0721 -3.8071 0.131 0.419 1.003
H -3.5183 -3.0194 -2.9577 -0.451 0.273 0.179
H -3.4604 -2.5716 -0.3858 0.197 -0.125 -0.409
H -0.9040 -6.0580 0.0767 -0.475 1.131 -0.431
H -1.1810 -6.4812 -2.2883 0.216 -0.546 -0.337
C -1.0655 -0.3478 1.7695 0.510 0.192 -1.179
C 0.2397 -0.8521 1.6450 -0.555 -0.792 1.141
C 1.2484 -0.1398 1.0321 -0.660 1.205 -0.991
C 0.9417 1.0949 0.4298 -1.244 -0.465 0.770
C -0.3734 1.5732 0.4875 -0.868 0.356 -0.527
C -1.3974 0.8562 1.1396 0.989 -0.267 0.513
N 1.9992 1.9898 -0.1154 -2.293 0.316 0.379
O 3.1361 1.6157 -0.0717 0.666 0.030 -0.355
O 1.5745 3.0856 -0.4914 1.169 -0.688 -0.082
H -1.8091 -1.0004 2.1982 -0.101 0.243 0.350
H 0.4007 -1.8245 2.1612 0.297 0.758 -0.681
H 2.2309 -0.4929 0.8886 1.041 -0.527 0.275
H -0.6951 2.4891 -0.0332 0.650 -0.425 0.429
H -2.4094 1.2530 1.2507 0.362 -0.006 -0.394
C -0.4234 1.8609 4.4867 -0.642 -0.334 -0.270
Br 1.1254 2.4563 3.4775 -0.584 -0.211 0.489
Br -0.8988 3.1641 5.8267 0.092 -0.025 0.154
Br -0.1872 0.0794 5.2567 0.062 0.564 -0.152
H -1.3389 1.7807 3.8634 1.038 0.102 0.082
C -2.1212 5.2135 2.8676 -1.085 1.403 -0.806
Br -3.1063 6.9929 2.9377 0.756 -1.019 0.071
Br -1.0057 5.1818 1.2905 -0.050 -0.049 0.570
Br -3.4676 3.8467 2.7991 0.230 -0.195 0.168
H -1.5609 5.1624 3.7867 0.207 -0.184 -0.011
C 3.7751 3.7518 2.0240 0.583 -0.964 0.339
C 4.8808 4.1627 1.0780 -0.421 -0.287 -0.169
N 6.0959 3.4883 1.4044 -0.893 -0.202 -0.087
C 6.9847 3.5818 0.3066 1.869 -1.922 -0.207
C 6.5640 2.6909 -0.8503 0.402 0.115 -0.075
C 6.6308 3.9198 2.6650 -0.084 -1.201 0.782
C 7.2190 2.6925 3.4014 0.820 1.054 -0.951
H 2.8081 3.9967 1.6216 -0.507 -0.046 -0.141
H 3.8985 4.2859 2.9574 -0.219 0.049 0.333
H 3.9023 2.6452 2.2529 -0.405 1.272 -0.404
H 4.6608 3.9543 0.0418 -0.504 -0.305 -0.109
H 5.0816 5.2190 1.0868 -0.264 1.153 0.235
H 7.2154 4.5826 -0.0319 -0.019 0.787 -0.049
H 7.9390 3.1072 0.6319 -0.257 0.645 -0.057
H 7.3638 2.6463 -1.5796 0.164 0.168 -0.308
H 6.4561 1.6857 -0.4762 -0.343 -0.383 0.136
H 5.6623 3.0067 -1.3490 -0.325 0.004 -0.184
H 5.8818 4.4886 3.2408 0.219 -0.586 -0.047
H 7.4144 4.6145 2.4916 1.074 0.898 -0.094
H 7.6957 3.0086 4.3042 0.424 0.161 0.752
H 8.0020 2.2493 2.7540 -0.390 0.165 0.318
H 6.5226 1.9260 3.6361 -0.896 -0.500 0.048
C -4.3028 0.1493 -1.6093 -0.219 -0.032 -1.063
C -5.5161 -0.8082 -1.4128 0.470 0.815 0.402
N -5.4843 -1.2073 0.0029 -1.611 0.374 -0.769
C -5.7823 -0.0315 0.8980 0.073 -2.842 0.438
C -4.9805 -0.2989 2.1383 0.235 0.304 1.617
C -6.4527 -2.2729 0.3143 1.162 -0.628 0.095
C -6.2351 -3.6123 -0.4506 -0.032 0.654 2.162
H -4.3658 0.5786 -2.6027 0.039 0.084 -0.418
H -3.3267 -0.3537 -1.5709 -0.417 -0.214 0.181
H -4.2202 1.0261 -0.9632 -0.346 -0.321 0.214
H -6.5155 -0.3555 -1.7085 0.981 -0.114 0.262
H -5.3818 -1.6769 -2.0871 0.006 0.305 0.536
H -5.4998 0.8517 0.4395 0.660 1.668 -0.873
H -6.8469 0.0624 1.1201 -0.231 -0.189 -0.052
H -4.9992 0.5398 2.8612 -0.480 -0.386 -0.090
H -5.2782 -1.2481 2.6511 0.202 0.919 -0.338
H -3.9246 -0.3800 1.9144 0.178 -0.286 -0.386
H -7.5092 -1.9701 0.2945 0.016 0.214 -0.490
H -6.2449 -2.4710 1.3540 -0.190 -0.353 0.488
H -5.2286 -4.0288 -0.2801 -0.434 0.377 -0.245
H -6.4509 -3.4841 -1.4812 -0.221 -0.307 -0.975
H -6.9262 -4.2964 0.0604 -0.014 -0.095 -0.640
C 0.2475 -2.9135 -4.9288 0.133 -0.172 1.000
C 1.1195 -1.7770 -4.4977 0.482 1.022 0.144
N 1.6381 -1.8383 -3.1177 -0.020 0.984 -1.860
C 0.6735 -1.9383 -2.0675 0.079 0.102 0.977
C -0.5075 -0.9682 -2.0610 -1.504 -1.161 -1.360
C 2.5488 -0.7140 -2.9215 -0.157 0.553 0.184
C 3.7232 -1.1414 -2.0607 -0.444 1.235 1.578
H -0.6774 -2.8564 -4.3751 -0.343 -0.582 0.481
H 0.7980 -3.8781 -4.7810 -0.798 0.705 -0.316
H -0.0595 -2.7003 -5.9293 0.101 -0.397 -0.988
H 1.9908 -1.8150 -5.1251 0.667 -0.033 -0.318
H 0.6933 -0.7642 -4.7708 -0.175 -0.802 0.510
H 1.2780 -1.8240 -1.1828 0.026 0.512 0.698
H 0.4476 -2.9666 -1.9648 -1.166 -1.216 -0.156
H -0.1276 -0.0278 -2.3743 0.147 1.059 -0.606
H -0.9787 -0.7493 -1.1043 0.142 -0.545 0.246
H -1.3630 -1.2975 -2.7927 1.617 0.647 1.228
H 2.9419 -0.4244 -3.8978 0.010 0.008 -0.004
H 2.0325 0.2576 -2.5390 0.676 -1.507 -0.272
H 3.3963 -1.5593 -1.0715 0.225 0.656 -0.671
H 4.3250 -1.9092 -2.4781 0.361 -0.684 -0.854
H 4.3557 -0.2485 -1.9143 -0.090 -0.437 0.343



Entry 2:
115
Properties=species:S:1:pos:R:3:forces:R:3 method="wB97M-V/def2-TZVPD" e_tot_ev=-195352.4915 lumo_ev=0.26 spin_multiplicity=1 smiles="COCCCCC[C@@](N=C=O)(OC(=O)Br)C(F)(F)c1cccc(C(F)(F)F)c1.O=C1OC[C@@H](F)O1.O=C1OC[C@@H](F)O1.O=C1OC[C@@H](F)O1.O=C1OC[C@@H](F)O1.O=C1OC[C@@H](F)O1.O=C1OC[C@@H](F)O1.O=C1OC[C@@H](F)O1"
C -1.5110 3.8354 2.1181 -0.151 0.891 -0.605
O -2.6463 3.2860 1.4405 0.742 -0.533 0.383
C -2.5403 1.8713 1.2885 -1.227 -0.634 0.316
C -2.8212 1.4017 -0.1564 0.518 0.872 -0.171
C -1.5576 1.0822 -0.9919 -0.087 -0.275 -0.153
C -0.6849 -0.0755 -0.3840 -1.178 0.530 0.202
C -0.8967 -1.4095 -1.1387 0.635 0.910 -0.835
C 0.3087 -2.4072 -1.1107 -2.558 -0.026 0.044
N 0.3309 -3.0286 -2.4571 1.346 -0.897 0.708
C 1.0676 -4.0170 -2.5342 0.811 -0.892 0.123
O 1.7727 -4.9526 -2.5995 -1.155 1.316 -0.276
O 1.5559 -1.8161 -0.7390 0.695 -0.269 -0.976
C 2.1369 -1.1033 -1.7376 0.255 0.251 -0.310
O 1.6430 -0.2837 -2.4285 -0.062 -0.267 0.282
Br 4.0124 -1.5867 -2.0365 -0.627 0.053 0.448
C 0.0093 -3.4692 0.0077 -0.460 1.311 2.155
F 1.1711 -4.0865 0.4231 -0.401 -0.376 -1.249
F -0.9216 -4.3722 -0.4066 0.906 -0.163 -0.678
C -0.5625 -2.8356 1.2958 0.192 -0.303 -1.096
C -1.9069 -2.9980 1.6374 0.434 0.389 0.275
C -2.3464 -2.4006 2.8190 -0.023 -0.272 -0.345
C -1.4434 -1.6861 3.6012 -0.397 0.354 0.457
C -0.1181 -1.5122 3.2239 -0.404 -0.151 0.170
C 0.8042 -0.6955 4.1056 -0.542 0.078 -1.360
F 2.0595 -1.1538 3.9338 0.126 0.142 0.818
F 0.4258 -0.7197 5.3883 0.569 -0.235 0.041
F 0.8220 0.6076 3.7399 0.018 -0.226 0.102
C 0.3318 -2.0990 2.0486 0.253 0.206 0.436
H -1.0891 3.1753 2.8937 -0.107 0.022 -0.419
H -1.8501 4.7520 2.6346 0.150 -0.312 -0.311
H -0.7630 4.1004 1.3376 -0.236 -0.230 0.949
H -1.6006 1.4688 1.7123 -0.176 0.372 -0.416
H -3.3440 1.4380 1.9264 0.369 0.124 -0.193
H -3.3562 2.2366 -0.6562 0.187 -0.311 0.277
H -3.5163 0.5604 -0.1798 0.422 0.111 0.374
H -0.9411 1.9879 -1.1305 -0.270 -0.323 0.286
H -1.8856 0.7895 -2.0063 0.179 0.149 0.377
H -1.0498 -0.2056 0.6493 0.542 0.014 -0.236
H 0.3446 0.2983 -0.3633 -0.167 -0.557 0.064
H -1.8391 -1.8867 -0.8280 0.541 -0.028 -0.005
H -1.0554 -1.1562 -2.2013 0.202 -0.208 0.402
H -2.5745 -3.5708 0.9929 0.191 0.183 0.305
H -3.3913 -2.5213 3.1131 0.410 0.126 0.055
H -1.7771 -1.2328 4.5372 0.018 -0.170 -0.301
H 1.3698 -1.9956 1.7263 -0.349 -0.050 0.159
C 0.8825 4.7083 -2.4053 0.044 -0.308 -0.222
C 2.3773 4.7931 -2.2652 0.015 0.372 0.063
O 2.5537 4.9354 -0.8670 -0.216 -0.457 -0.161
C 1.4925 4.3006 -0.2837 -0.208 -0.015 0.366
O 1.4453 3.9892 0.8595 0.201 0.056 -0.074
O 0.5051 4.0654 -1.1819 0.499 0.098 0.094
F 2.8711 5.8986 -2.8837 0.119 -0.036 0.000
H 0.4161 5.6820 -2.4586 0.270 0.091 0.079
H 0.5761 4.1222 -3.2671 -0.072 -0.213 0.221
H 2.9177 3.9097 -2.6135 0.140 0.136 -0.057
C -0.5817 6.4403 -6.9809 0.209 0.559 -0.224
C -1.6295 5.3631 -7.0327 0.256 -0.462 -0.172
O -1.5449 4.7852 -5.7447 -0.151 0.522 -0.016
C -1.1197 5.7790 -4.9073 0.043 0.305 0.407
O -1.1924 5.7254 -3.7256 -0.432 -0.033 -0.489
O -0.6118 6.8291 -5.6065 -0.253 -0.588 -0.037
F -1.3248 4.4195 -7.9579 -0.121 -0.029 0.001
H 0.4126 6.0649 -7.2307 -0.110 -0.200 -0.037
H -0.8129 7.2824 -7.6297 -0.025 0.107 0.210
H -2.6446 5.7272 -7.2044 -0.003 -0.118 -0.097
C 0.0112 -6.3589 1.7920 -0.008 0.145 -0.388
C 0.3030 -7.7227 2.3551 0.431 0.090 0.306
O -0.2561 -7.6508 3.6542 -0.363 0.059 -0.456
C -1.2918 -6.7622 3.5752 -0.261 0.248 0.349
O -2.1430 -6.6524 4.3909 0.064 0.018 0.013
O -1.2221 -6.0270 2.4350 0.149 -0.394 0.162
F 1.6380 -7.9378 2.4636 -0.018 -0.124 -0.012
H 0.7707 -5.6260 2.0626 0.107 -0.200 0.158
H -0.1002 -6.3676 0.7116 -0.217 0.029 0.059
H -0.1552 -8.5475 1.8047 0.148 -0.074 0.032
C 3.4174 -3.9253 5.8416 0.094 0.379 0.428
C 2.6060 -5.1151 5.4015 -0.335 0.190 -0.328
O 3.2928 -5.5508 4.2444 0.303 -0.002 0.476
C 4.6025 -5.1972 4.4203 0.370 0.162 -0.184
O 5.5013 -5.6299 3.7838 -0.055 -0.025 -0.106
O 4.7355 -4.2891 5.4252 -0.329 -0.392 -0.260
F 1.3449 -4.7529 5.0512 -0.052 -0.109 -0.029
H 3.1164 -3.0074 5.3337 -0.147 -0.135 -0.105
H 3.3752 -3.7632 6.9167 0.231 -0.078 -0.019
H 2.5626 -5.9278 6.1296 -0.177 -0.003 -0.053
C 0.0721 9.6127 -0.1536 -0.043 0.535 0.215
C 0.9685 8.4303 -0.4086 -0.138 -0.404 0.343
O 0.3145 7.7698 -1.4753 0.167 0.583 -0.062
C -0.3508 8.7360 -2.1781 -0.374 -0.006 -0.418
O -0.7815 8.5892 -3.2695 0.003 0.152 0.111
O -0.4440 9.8866 -1.4585 0.226 -0.387 0.058
F 1.0098 7.6004 0.6610 0.083 -0.055 -0.062
H -0.7521 9.3709 0.5200 0.096 -0.211 0.002
H 0.6113 10.4704 0.2429 -0.050 0.083 -0.214
H 1.9862 8.6898 -0.7082 0.036 -0.122 0.094
C 4.5643 -5.9552 0.4568 -0.309 -0.515 -0.166
C 4.6290 -4.4527 0.4786 -0.048 0.133 0.407
O 5.9141 -4.2001 1.0117 -0.070 -0.260 -0.598
C 6.6922 -5.2636 0.6511 0.422 -0.204 0.258
O 7.8745 -5.2726 0.6921 -0.027 0.017 0.007
O 5.9295 -6.3089 0.2292 -0.054 0.444 0.082
F 3.6967 -3.9304 1.3168 0.017 0.175 0.046
H 4.2339 -6.3707 1.4113 0.026 0.229 0.074
H 3.9224 -6.3364 -0.3356 0.214 -0.044 -0.118
H 4.5424 -3.9776 -0.5031 -0.147 0.039 0.171
C -6.6693 0.2093 -3.4620 -0.110 0.049 -0.574
C -6.7425 0.9562 -2.1572 -0.402 -0.193 0.302
O -5.8229 0.2512 -1.3438 0.232 0.190 -0.487
C -4.8858 -0.2667 -2.1879 0.286 -0.328 -0.006
O -3.8319 -0.6840 -1.8405 -0.349 -0.445 -0.338
O -5.3111 -0.2344 -3.4768 -0.074 0.157 0.377
F -7.9763 0.8661 -1.6047 0.038 0.081 0.057
H -7.3349 -0.6555 -3.4835 -0.050 0.064 0.208
H -6.8849 0.8414 -4.3206 0.235 -0.034 -0.036
H -6.4461 2.0054 -2.2188 -0.109 0.013 0.098



Entry 3:
80
Properties=species:S:1:pos:R:3:forces:R:3 method="wB97M-V/def2-TZVPD" e_tot_ev=-64911.0017 lumo_ev=-2.37 spin_multiplicity=1 relative_energy_kj_mol=7.0
C -2.6984 5.2201 0.9037 0.276 0.310 -0.063
N -2.4086 3.8074 0.9861 -0.539 -0.337 0.027
C -3.3882 2.8911 1.2484 -0.945 0.486 0.272
O -4.5688 3.1544 1.4626 1.577 -0.494 -0.336
C -2.7341 1.5092 1.2272 -0.411 0.029 0.499
C -3.3041 0.6010 0.1331 0.044 -0.176 -0.443
C -4.7757 0.3102 0.3309 -0.053 -0.100 0.003
C -5.6835 0.5891 -0.6952 -0.101 0.124 0.456
C -7.0561 0.4578 -0.4667 0.172 -0.214 0.182
C -7.5160 -0.0110 0.7717 0.243 0.068 -0.080
C -6.6005 -0.3573 1.7741 0.237 0.004 -0.214
C -5.2271 -0.2125 1.5471 -0.421 0.217 -0.281
N -1.3178 1.8335 1.0245 1.042 -1.374 -0.266
C -0.4055 0.8528 0.8771 -0.787 0.716 0.374
C 0.9603 1.0577 0.7061 0.700 0.512 -0.306
C 1.9017 0.0528 0.5310 -1.661 -0.433 1.773
C 3.3117 0.3209 0.5370 1.761 0.582 -0.155
C 4.2615 -0.7033 0.8027 -0.627 0.377 -0.050
C 5.6220 -0.4376 0.8281 0.205 -0.033 0.037
C 6.0973 0.8659 0.6242 -0.628 -0.192 -0.025
C 7.5086 1.1333 0.6273 2.599 0.463 0.020
N 8.6611 1.3461 0.6256 -2.666 -0.480 0.018
C 5.1810 1.9048 0.4152 -0.047 0.193 -0.064
C 3.8195 1.6432 0.3580 -0.097 -0.719 0.053
C -1.0563 3.2777 0.8834 0.050 0.625 -0.080
C -0.4548 3.6349 -0.4822 -0.178 -0.129 -0.140
C -0.1961 3.8588 2.0188 -0.141 -0.078 0.174
H -3.7769 5.3640 0.9980 0.206 -0.144 0.008
H -2.1865 5.7720 1.7023 -0.164 -0.070 -0.098
H -2.3607 5.6212 -0.0595 -0.137 -0.035 0.150
H -2.8742 1.0360 2.2172 0.076 0.259 -0.372
H -3.1565 1.1018 -0.8385 -0.002 -0.194 0.255
H -2.7313 -0.3390 0.1015 -0.104 0.241 -0.018
H -5.2969 0.9467 -1.6530 -0.239 -0.036 0.281
H -7.7598 0.7282 -1.2563 0.166 -0.146 0.267
H -8.5884 -0.1093 0.9542 0.356 0.042 -0.054
H -6.9457 -0.7321 2.7397 0.031 0.091 -0.333
H -4.4956 -0.4741 2.3159 -0.344 0.045 -0.119
H -0.8012 -0.1636 0.9315 0.090 0.205 -0.227
H 1.3170 2.0852 0.7867 -0.139 -0.492 -0.308
H 1.5509 -0.9884 0.5973 0.453 0.936 0.236
H 3.9032 -1.7110 1.0249 0.133 0.287 -0.211
H 6.3399 -1.2414 1.0032 -0.271 0.243 -0.013
H 5.5458 2.9264 0.2889 -0.107 -0.359 -0.002
H 3.1345 2.4729 0.1785 0.280 -0.263 -0.039
H -1.1673 3.3755 -1.2766 0.230 0.063 0.157
H -0.2528 4.7128 -0.5096 -0.046 -0.291 -0.080
H 0.4794 3.0968 -0.6561 -0.192 0.221 -0.093
H -0.7772 3.8774 2.9508 0.209 -0.048 -0.198
H 0.7113 3.2733 2.1807 -0.122 0.175 0.025
H 0.0880 4.8867 1.7569 -0.045 -0.283 0.159
C 0.0822 -5.5078 3.0108 0.070 0.149 -0.188
C 0.3366 -6.1087 1.7727 -0.100 0.275 0.024
C 0.3255 -5.3418 0.6040 0.066 0.172 0.108
C 0.0828 -3.9644 0.6818 0.145 0.053 0.407
S 0.0315 -2.9535 -0.8093 0.604 -0.618 0.597
C 1.5982 -2.1763 -0.9150 -0.160 -1.169 -0.945
C 2.1046 -1.8944 -2.2337 0.241 -0.051 -0.511
C 3.5105 -1.6687 -2.3889 -0.290 -0.034 -0.130
C 4.0609 -1.2665 -3.5906 -0.360 0.115 -0.485
C 3.2331 -1.1318 -4.7276 -0.657 -0.325 1.358
N 3.7549 -0.6215 -5.9468 0.836 0.751 -2.061
O 2.9776 -0.5016 -6.9236 1.328 -0.185 1.595
O 4.9656 -0.3020 -5.9989 -1.953 -0.533 0.120
C 1.8597 -1.4447 -4.6320 0.532 0.194 0.076
C 1.3061 -1.8161 -3.4199 0.274 0.156 0.107
O -0.1765 -3.9223 -1.8581 -0.357 0.223 -0.375
O -0.9846 -1.9438 -0.5559 -0.183 0.213 -0.137
C -0.1740 -3.3635 1.9153 0.156 -0.295 0.053
C -0.1669 -4.1339 3.0814 0.002 -0.005 -0.185
H 0.0808 -6.1093 3.9211 0.011 0.173 -0.265
H 0.5425 -7.1789 1.7118 -0.111 0.328 0.026
H 0.4966 -5.8115 -0.3633 -0.032 0.212 0.183
H 2.2971 -2.7062 -0.2639 -0.094 0.149 -0.032
H 4.1623 -1.8255 -1.5268 -0.195 0.119 -0.313
H 5.1188 -1.0324 -3.6890 -0.227 -0.140 0.060
H 1.2447 -1.3705 -5.5258 0.144 -0.037 0.225
H 0.2476 -2.0752 -3.4090 0.328 0.139 0.170
H -0.3886 -2.2976 1.9625 0.026 -0.203 -0.009
H -0.3616 -3.6483 4.0388 0.034 -0.218 -0.231